2 unconnected molecules or ions with the total composition C4H14NO2, computed with ωB97M-V with the def2-TZVPD basis set.

The geometry in XYZ format:
```
21
Properties=species:S:1:pos:R:3:forces:R:3
O -0.8397 -1.2629 -1.5600 -0.246 -0.069 -2.075
C -1.1888 0.0992 -1.3782 -0.012 -0.393 2.306
C -0.9327 0.3646 0.1921 -0.994 2.142 -2.650
N 0.5974 0.0196 0.4147 -2.526 1.934 -1.044
C 1.0587 0.2965 1.7762 2.730 0.308 0.021
C -1.1625 1.9503 0.4369 0.249 -2.069 1.124
H -1.0918 -1.5608 -2.4876 0.515 0.526 1.755
H -2.2476 0.2609 -1.6233 0.246 0.189 0.268
H -0.5835 0.8464 -1.9139 0.077 -0.388 -0.244
H -1.7333 -0.1525 0.8075 1.919 -0.183 -0.452
H 0.7522 -0.9229 0.1618 0.091 -2.059 -0.325
H 1.1170 0.5145 -0.3593 -0.658 -0.105 1.278
H 1.9765 0.9365 1.7379 -0.948 -0.410 0.090
H 1.3648 -0.6285 2.2172 0.204 -0.633 0.198
H 0.3467 0.7136 2.4333 -1.051 0.710 0.165
H -2.0225 2.3417 -0.0974 0.289 -0.175 -0.903
H -1.6224 1.9551 1.4509 1.269 0.769 -0.162
H -0.2163 2.5245 0.2474 -1.161 -0.268 0.528
H 2.0864 -3.4418 -0.4248 0.309 -0.991 0.217
H 2.4717 -2.2964 -1.3618 0.331 -0.129 -0.334
O 1.8697 -2.5575 -0.6696 -0.632 1.292 0.240
```
Forces are in eV/Å.

The gap between HOMO and LUMO is 11.7 eV. As for the net charge: +1. As for the relative energy (zero: lowest compared OMol25 entry of this formula, charge and spin): 43.4 kcal/mol. The calculation puts the LUMO energy at -0.108 Ha.

For each atom in turn, the natural (NBO) charge in e is:
1. O -0.7358
2. C -0.0789
3. C -0.0493
4. N -0.5249
5. C -0.4325
6. C -0.6581
7. H 0.5007
8. H 0.2037
9. H 0.1645
10. H 0.2555
11. H 0.4766
12. H 0.4342
13. H 0.2387
14. H 0.2388
15. H 0.2393
16. H 0.2528
17. H 0.2381
18. H 0.2260
19. H 0.4943
20. H 0.4845
21. O -0.9682